Record 1
ORCA calculation (ωB97M-V/def2-TZVPD) on 2 unconnected molecules or ions with the total composition C6H10O.

The geometry in XYZ format:
```
17
Properties=species:S:1:pos:R:3:forces:R:3:nbo_charge:R:1
C 2.03628 -0.47380 -0.03855 -0.169 0.071 -0.025 -0.410
C 0.81773 0.05830 -0.07834 0.182 -0.056 -0.002 0.002
C -1.17151 0.41752 -1.62827 -0.046 0.128 -0.134 -0.444
C -1.52280 0.33333 -0.17932 -0.209 -0.144 -0.032 0.097
C -0.40072 -0.51476 -0.70419 0.117 -0.177 0.075 -0.304
O -1.02874 1.31850 0.68629 -0.058 0.030 0.026 -0.504
C 0.38875 1.36364 0.56798 0.261 0.078 -0.015 -0.114
H 2.26329 -1.40284 -0.55378 -0.054 0.117 0.078 0.202
H -0.21553 -2.54092 2.62532 0.000 0.036 -0.011 -0.004
H 2.85072 0.00438 0.49965 -0.141 -0.046 -0.052 0.200
H -0.67448 1.30981 -2.00020 -0.056 -0.133 0.098 0.221
H -1.84608 -0.05388 -2.33734 0.099 0.064 0.141 0.226
H -2.47627 -0.06594 0.14993 0.157 0.046 -0.078 0.207
H -0.48156 -1.58949 -0.83239 0.012 0.183 0.014 0.235
H -0.04076 -1.89033 2.31138 0.000 -0.030 -0.002 0.003
H 0.68644 2.22080 -0.05432 -0.047 -0.133 0.067 0.182
H 0.81524 1.50566 1.56615 -0.048 -0.034 -0.148 0.203
```
Positions in Å, forces in eV/Å.

Values from the calculation:
- orbital gap (eV) = 10.03
- SMILES string = C=C1CO[C@H]2C[C@@H]12.[H][H]
- E_HOMO (eV) = -8.96
- electronic energy (eV) = -8428.8779
- net charge = 0

***

Record 2
ORCA calculation (ωB97M-V/def2-TZVPD) on a molecular structure, C34H22Br4N8O9Ti in a non-equilibrium geometry.

The geometry in XYZ format:
```
78
Properties=species:S:1:pos:R:3:forces:R:3:lowdin_charge:R:1
Ti 0.59134 -0.09441 0.56944 -0.033 -2.181 -1.010 1.062
C 1.21805 -5.47228 -2.08818 1.005 -0.669 0.321 -0.053
C 0.57927 -4.24148 -2.55562 0.343 0.674 -1.328 -0.349
C 0.68505 -3.80627 -3.90555 -1.045 1.073 3.316 -0.010
C 0.12893 -2.54746 -4.15277 0.157 -1.682 -2.877 -0.187
C -0.64041 -1.91556 -3.23408 -0.298 0.430 2.001 -0.052
C -0.67064 -2.45085 -1.92381 0.095 0.705 -0.143 -0.186
N -0.00088 -3.55296 -1.58433 -1.046 0.567 -0.019 0.179
C -1.48210 -1.76369 -0.85263 0.444 0.430 1.004 -0.185
C -2.74811 -1.32851 -1.11628 0.017 -0.730 -1.094 -0.044
C -3.57802 -0.94827 -0.06275 -0.842 0.547 1.672 -0.050
C -3.12023 -0.95465 1.26337 -1.275 -0.050 -0.879 -0.011
C -1.75773 -1.20816 1.45036 0.033 -0.167 -0.346 -0.273
N -0.95232 -1.55805 0.40028 -0.410 -0.865 -1.351 0.046
C -1.05379 -0.98619 2.65848 -1.066 0.500 0.424 -0.247
C -1.64530 -0.59162 3.88985 0.934 -0.367 0.342 -0.032
C -0.83281 -0.38216 4.99663 -2.493 0.036 -1.373 -0.117
C 0.51138 -0.63777 4.81909 2.915 -0.549 0.701 -0.096
C 1.05644 -1.07164 3.60181 -0.218 0.374 1.290 -0.303
C 2.48426 -1.58489 3.55666 0.411 0.141 -0.624 -0.034
N 0.29626 -1.08469 2.49953 1.129 -0.029 0.424 0.028
H 2.01657 -5.19103 -1.36559 -0.316 -0.459 -0.528 0.077
H 1.57505 -6.06376 -2.92269 0.580 -0.039 -0.132 0.066
H 0.51384 -6.11206 -1.58618 -0.405 -0.118 0.504 0.068
H 1.29094 -4.35085 -4.56221 0.579 -0.584 -1.093 0.084
H 0.24662 -2.20304 -5.20385 -0.303 0.111 1.064 0.080
H -1.06326 -0.93014 -3.36521 -0.141 0.036 -0.267 0.111
H -3.09395 -1.39439 -2.15010 -0.198 0.188 0.455 0.117
H -4.61029 -0.64682 -0.29646 0.505 -0.198 0.189 0.104
H -3.76888 -0.76582 2.15732 0.538 -0.006 -1.231 0.110
H -2.71155 -0.57048 3.98007 -0.403 0.235 0.002 0.082
H -1.34343 -0.10893 5.92045 0.608 0.000 0.004 0.090
H 1.20949 -0.54444 5.66987 -0.418 -0.183 -0.441 0.095
H 3.02689 -1.37743 4.47647 -0.080 0.446 0.113 0.063
H 3.05676 -1.21200 2.68218 -0.463 -0.129 0.552 0.055
H 2.54941 -2.67959 3.47882 -0.528 0.171 -0.250 0.077
O 0.30781 3.20106 -0.16373 -1.888 -1.082 -0.130 0.042
C -0.69905 2.47720 -0.26313 0.312 -0.447 -0.224 -0.450
O -0.75206 1.20206 0.18652 -0.257 2.801 -0.551 -0.163
C -2.02738 2.98868 -0.85737 2.393 1.111 1.891 -0.029
C -2.34470 4.30574 -0.53746 0.682 -2.291 -0.126 0.039
C -3.52857 4.80335 -1.01285 -1.733 2.159 -0.695 -0.181
C -4.50598 4.06200 -1.71653 1.837 0.911 1.253 0.079
C -4.07776 2.81328 -2.03446 -1.080 -0.661 -0.086 -0.099
C -2.73796 2.23817 -1.84413 0.349 0.346 -1.090 -0.330
O -2.21331 1.38998 -2.57282 -0.484 0.048 0.690 0.057
N -5.10430 1.99507 -2.53750 -1.213 -1.876 -1.410 -0.338
O -4.84620 0.79375 -2.67127 -0.667 0.818 0.130 0.044
O -6.22604 2.46709 -2.84192 1.153 -0.419 0.394 -0.011
N -3.65014 6.25340 -0.99775 -0.495 -1.277 -0.938 -0.351
O -4.74108 6.68712 -1.43183 1.609 0.827 0.967 -0.008
O -2.63093 6.89435 -0.70539 -1.729 0.440 -0.100 0.016
H -1.70728 4.93769 0.07880 0.012 -0.364 -0.325 0.131
H -5.50334 4.41408 -1.96191 0.471 -0.021 0.034 0.128
Br 6.40818 -2.81618 -1.88574 0.836 -0.579 -0.052 0.690
C 4.63335 -2.32986 -1.89846 -2.301 1.718 -2.933 -0.836
C 4.04832 -1.62548 -3.05626 2.130 -1.627 1.393 -0.701
Br 5.03344 -1.70346 -4.72523 -0.509 0.180 0.619 0.602
C 2.84729 -0.96043 -2.95766 -0.892 0.564 0.283 -0.642
Br 1.94980 -0.24848 -4.43873 0.530 0.934 -0.498 0.853
C 2.19149 -0.76046 -1.72779 0.790 -0.849 1.508 -0.395
O 1.13508 -0.07056 -1.41745 0.269 -0.022 -0.732 -0.133
C 2.72353 -1.49059 -0.59316 1.349 -1.444 -1.230 -0.377
O 2.09745 -1.32180 0.52496 0.558 -0.789 0.034 -0.205
C 3.81761 -2.42330 -0.79012 -1.139 1.590 0.951 -0.650
Br 4.22950 -3.70527 0.54613 -0.109 0.302 0.288 0.710
N 1.25599 3.67635 3.87449 0.725 1.282 1.467 0.122
C 2.00042 2.84396 3.09476 -1.928 -0.262 -0.351 -0.420
C 1.24760 2.09264 2.20462 2.303 -1.547 -2.359 -0.031
N 1.91160 1.22483 1.37955 -0.152 1.929 0.973 -0.008
C 3.26639 1.14626 1.39770 0.438 -0.137 -0.391 -0.087
C 3.94011 1.89499 2.33588 -1.371 0.491 0.930 -0.097
N 3.28571 2.74212 3.17930 1.843 -0.363 0.272 0.116
H 0.25395 3.53017 3.89375 0.490 0.091 0.202 0.100
H 1.73463 4.09699 4.68616 -0.760 -0.452 -0.821 0.107
H 0.23408 2.29523 1.90495 -0.288 -0.244 0.683 0.105
H 3.80992 0.54019 0.61015 -1.016 0.537 1.259 0.144
H 4.96998 1.78041 2.60055 0.622 0.016 -0.568 0.093
```
Positions in Å, forces in eV/Å.

Values from the calculation:
- orbital gap (alpha / beta) (eV) = 4.22 / 6.27
- multiplicity = 3
- E_HOMO (alpha / beta) (eV) = -0.52 / -2.57
- electronic energy (eV) = -369247.6395
- net charge = -2

***

Record 3
ORCA calculation (ωB97M-V/def2-TZVPD) on 2 unconnected molecules or ions with the total composition C9H14 in a non-equilibrium geometry.

The geometry in XYZ format:
```
23
Properties=species:S:1:pos:R:3:forces:R:3:nbo_charge:R:1
C 2.25560 1.46822 2.64375 0.995 -0.083 -0.600 -0.684
C 1.95414 1.68055 0.14044 -1.376 0.263 -0.532 -0.236
C 1.47693 1.30482 1.39462 -0.350 0.693 0.957 0.223
C 1.03840 1.69294 -0.91278 2.923 0.546 0.832 -0.086
C -0.31542 1.37742 -0.74756 -0.813 -0.798 -0.584 -0.013
C 0.09328 0.90738 1.53577 -0.640 -0.653 -0.832 -0.062
C -0.81386 0.99030 0.48838 0.924 -0.217 1.085 -0.223
H 2.92216 2.14362 0.02075 0.227 -0.414 -0.047 0.255
H 1.53565 1.97987 -1.83015 -0.879 0.104 -0.495 0.255
H 2.43910 0.48926 3.10265 -0.264 0.021 0.141 0.280
H 1.78978 2.13125 3.37426 -0.297 -0.171 -0.010 0.277
H -0.91520 1.27564 -1.64451 -0.187 0.201 0.114 0.253
H -0.20756 0.40284 2.44614 0.014 0.256 0.154 0.245
H -1.79705 0.58579 0.65247 -0.306 0.238 -0.290 0.264
H 3.23593 1.87564 2.39921 0.020 0.043 0.125 0.247
C -2.03027 -1.82604 -1.39717 0.357 0.027 0.900 -0.616
C -1.68515 -3.24471 -1.84160 0.089 -0.133 -2.155 -0.627
H -1.09872 -1.28413 -1.20058 0.000 -0.120 0.237 0.174
H -2.57305 -1.13975 -2.04314 -0.376 -0.571 -0.430 0.211
H -2.57976 -1.91759 -0.45725 0.021 0.425 0.034 0.209
H -0.61474 -3.42555 -1.78488 0.005 -0.229 0.627 0.211
H -1.84216 -3.41230 -2.92029 -0.179 0.403 0.153 0.218
H -2.26801 -4.05546 -1.41851 0.091 0.169 0.617 0.224
```
Positions in Å, forces in eV/Å.

Values from the calculation:
- orbital gap (alpha / beta) (eV) = 9.81 / 5.89
- multiplicity = 2
- E_HOMO (alpha / beta) (eV) = -14.22 / -14.22
- electronic energy (eV) = -9550.8255
- net charge = +1

***

Record 4
ORCA calculation (ωB97M-V/def2-TZVPD) on 2 unconnected molecules or ions with the total composition C12H19NO2 in a non-equilibrium geometry.

The geometry in XYZ format:
```
34
Properties=species:S:1:pos:R:3:forces:R:3:nbo_charge:R:1
C 1.15567 2.30856 -1.14455 -0.311 1.082 1.883 -0.286
C 1.05376 3.80009 -0.96329 -0.914 4.171 -2.004 -0.665
C 2.74020 2.57415 0.80914 -0.339 0.039 2.004 -0.436
C 2.16271 -0.28816 -1.60448 -0.345 -1.034 -0.069 -0.802
C 2.92870 0.60397 -0.67722 0.214 2.098 0.529 0.676
O 3.99916 0.27041 -0.21383 -0.003 -0.308 0.257 -0.622
N 2.43115 1.92910 -0.44164 -0.842 -2.175 -0.989 -0.469
H 0.18140 1.90483 -0.65877 1.988 0.318 -1.058 0.277
H 1.18609 2.05626 -2.20622 0.278 -0.065 0.312 0.203
H 0.34425 4.21675 -0.20198 0.533 -0.779 -0.611 0.214
H 0.83649 4.36455 -1.92563 -1.484 -1.276 0.339 0.213
H 2.15440 2.24861 1.70494 -0.554 -0.075 -0.883 0.182
H 2.08572 -1.29922 -1.17507 0.299 0.382 0.145 0.255
H 1.88067 4.55026 -0.98675 0.935 -1.556 1.310 0.218
H 3.69660 2.34534 1.21432 1.259 -0.566 -0.607 0.228
H 2.71348 3.66365 0.87497 -0.270 -0.150 -0.852 0.204
H 1.13161 -0.01423 -1.79415 0.080 0.238 -0.215 0.235
H 2.73074 -0.42841 -2.52841 -0.119 0.250 -0.065 0.232
C -4.43366 -3.27383 0.88556 -1.600 0.080 0.720 -0.622
C -1.27270 -0.56722 0.44296 0.158 -0.183 0.149 0.129
C -1.33312 -1.28743 1.67014 0.850 0.384 0.584 -0.350
C -1.86777 -1.06362 -0.70962 0.075 -0.843 1.473 -0.292
C -2.31437 -2.23048 1.83776 -1.571 0.739 -1.920 -0.247
C -2.76357 -2.14241 -0.54431 0.576 1.578 -0.530 -0.348
C -3.20555 -2.46016 0.74860 0.991 -0.722 1.261 -0.154
O -0.40216 0.52338 0.36276 -0.103 -0.374 0.192 -0.742
H 0.51860 0.20454 0.41015 -0.082 -0.145 0.227 0.439
H -0.65528 -1.03105 2.50450 -0.426 0.041 -0.578 0.191
H -1.53518 -0.62361 -1.63180 -0.239 -0.044 -0.575 0.194
H -2.58662 -2.62017 2.78846 0.133 -0.451 0.821 0.186
H -3.26388 -2.56084 -1.38937 -0.351 -0.141 -0.532 0.186
H -4.32915 -4.32955 0.61583 -0.004 -0.114 -0.430 0.179
H -5.27596 -2.80354 0.34048 0.466 -0.478 -0.360 0.197
H -4.89292 -3.29878 1.89030 0.721 0.080 0.072 0.196
```
Positions in Å, forces in eV/Å.

Values from the calculation:
- orbital gap (alpha / beta) (eV) = 2.51 / 7.17
- multiplicity = 2
- E_HOMO (alpha / beta) (eV) = 0.59 / -4.16
- electronic energy (eV) = -18334.2557
- net charge = -1